# C18H16N4O4S

One molecule with the formula C18H16N4O4S in a non-equilibrium geometry (ωB97M-V/def2-TZVPD, the Open Molecules 2025 dataset).

CARTESIAN COORDINATES (ANGSTROEM)
H -5.53181 -2.14793 1.05230
H 3.11499 -0.21614 2.51835
H -6.43638 -1.94971 -0.44791
C 7.45862 2.05854 -0.94853
H -3.57954 -2.37824 -0.22340
H 4.36690 0.90331 0.54308
H -7.41523 2.48574 1.70503
H -2.27212 -1.81380 -2.36674
C -6.73663 0.56609 1.04682
H 7.34503 3.03475 -1.37791
H 9.49237 1.36167 -1.32050
C -4.59426 0.57312 -0.05276
H -0.83355 -0.74003 -2.30197
C -6.62477 1.94066 1.21185
C 2.38105 -0.79382 0.61988
H 3.87205 -1.68387 1.85469
O -2.03962 1.13674 -1.15652
N 4.58963 0.06149 1.05222
S -0.97678 -2.14752 -0.38729
C 0.53940 -1.34652 -0.23051
C 3.49161 -0.68674 1.59964
C -4.27556 -1.66581 -0.67324
H -4.46808 -1.97269 -1.70688
H -5.43203 3.68150 0.88441
C -5.71737 -0.10967 0.41320
C -1.68024 -1.14290 -1.74819
H -7.60485 0.03507 1.40749
C 8.51854 1.20219 -0.90586
N 2.29434 -0.20301 -0.52387
O 1.28360 -1.54903 0.88008
N 1.11843 -0.55698 -1.07816
N -3.70168 -0.32176 -0.66047
O 6.39451 1.53603 -0.32853
C -2.48994 0.01119 -1.16719
C -5.58712 -1.57527 0.12458
C 5.80115 -0.52792 0.85380
C -5.50674 2.61313 0.74895
H -3.60511 2.46573 -0.24984
H 8.61608 -0.82379 0.03025
C 6.76047 0.31430 0.12944
C 8.06750 0.06437 -0.20468
C -4.47402 1.94185 0.10964
O 6.07715 -1.63428 1.27519

Cartesian forces (eV/Å) of the 6 atoms listed first:
H 0.0027 -0.0392 -0.0466
H 0.0556 -0.1410 -0.0975
H 0.0519 -0.0490 0.0089
C 0.8148 -0.0192 -0.2736
H -0.1271 0.0216 -0.0599
H 0.0837 -0.0319 -0.0264

## Properties
relative energy (zero: lowest compared OMol25 entry of this formula, charge and spin)	5.27	kcal/mol
Kohn-Sham gap	8.84	eV

Mulliken atomic charge list, values in e, 4 entries:
1. H 0.308
2. H 0.280
3. H 0.346
4. C -0.407